ORCA calculation (ωB97M-V/def2-TZVPD) on one molecule with the formula C4H8O2 in a non-equilibrium geometry.

Output
**LUMO energy**: 1.024 eV
**Electronic energy**: -8369.719 eV
**Frontier orbital gap**: 10.466 eV
**Energy above the lowest of the compared OMol25 structures with the same formula, charge and spin**: 343.7 kJ/mol
**Molar mass**: 88.11 g mol⁻¹
**E_HOMO**: -9.44 eV

Geometry as ORCA input:
```
! RIJCOSX wB97M-V def2-TZVPD def2/J DEFGRID3
* xyz 0 1
C 1.0490 0.0400 -0.9236
C 1.1997 0.0091 0.5899
O 0.1505 -0.4379 1.3446
C -1.0863 0.0393 0.8380
C -1.2615 -0.3358 -0.6252
O -0.2550 0.2787 -1.4066
H 1.5139 1.0148 -0.6205
H 1.6066 -0.6721 -1.5701
H 2.1361 -0.5010 0.8401
H 1.3827 1.2506 0.8607
H -1.8431 -0.4239 1.4724
H -1.1347 1.1374 0.9390
H -1.2338 -1.4307 -0.7380
H -2.2242 0.0316 -1.0008
*
```

Atom charges from the natural (NBO) analysis, given in e for atoms 1 to 8: -0.173, -0.056, -0.512, -0.103, -0.095, -0.524, 0.234, 0.187